Here is a 2-piece molecular cluster, C17H24N4O4 overall in a non-equilibrium geometry from the OMol25 dataset. Energies are from the ωB97M-V functional and the def2-TZVPD basis.

Bonds (Å) are listed after each position.
Cartesian coordinates (Å):
1 C 2.33229 5.14363 1.25566  N2 1.461, H17 1.091, H18 1.092, H19 1.091
2 N 2.28465 3.86170 0.55745  C1 1.461, C3 1.338, H20 1.016
3 C 1.29396 2.97044 0.67545  N2 1.338, O4 1.228, C5 1.542
4 O 0.30856 3.18638 1.37526  C3 1.228
5 C 1.38457 1.65154 -0.11916  C3 1.542, C6 1.540, N13 1.477, H21 1.091
6 C 2.48646 0.71358 0.40648  C5 1.540, C7 1.518, H22 1.091, H23 1.091
7 C 2.31882 0.32057 1.86334  C6 1.518, C8 1.406, C12 1.408
8 C 1.53417 -0.79588 2.20072  C7 1.406, C9 1.406, H24 1.077
9 C 1.33146 -1.14655 3.54675  C8 1.406, C10 1.405, H25 1.081
10 C 1.93508 -0.39102 4.56554  C9 1.405, C11 1.406, H26 1.081
11 C 2.74072 0.71244 4.23386  C10 1.406, C12 1.407, H27 1.080
12 C 2.93020 1.07010 2.88620  C7 1.408, C11 1.407, H28 1.080
13 N 1.49273 1.80295 -1.58407  C5 1.477, C14 1.335, H29 1.006
14 C 2.46962 2.40003 -2.27139  N13 1.335, C15 1.511, O16 1.224
15 C 2.27974 2.47637 -3.76871  C14 1.511, H30 1.089, H31 1.090, H32 1.088
16 O 3.48251 2.86417 -1.76435  C14 1.224
17 H 3.29442 5.62845 1.08581  C1 1.091
18 H 2.19047 4.98444 2.32666  C1 1.092
19 H 1.53131 5.78810 0.88974  C1 1.091
20 H 3.03438 3.63158 -0.08808  N2 1.016
21 H 0.44021 1.14087 0.07643  C5 1.091
22 H 3.45935 1.19139 0.28500  C6 1.091
23 H 2.49110 -0.19348 -0.19913  C6 1.091
24 H 1.08505 -1.38870 1.42112  C8 1.077
25 H 0.71291 -1.99716 3.79504  C9 1.081
26 H 1.78084 -0.65817 5.60157  C10 1.081
27 H 3.20418 1.29503 5.01674  C11 1.080
28 H 3.53733 1.92902 2.64018  C12 1.080
29 H 0.71159 1.46592 -2.12079  N13 1.006
30 H 1.39109 3.06382 -3.99260  C15 1.089
31 H 3.15263 2.95594 -4.21068  C15 1.090
32 H 2.17510 1.47150 -4.17295  C15 1.088
33 C -5.84864 -3.87615 -1.87758  C34 1.537, H42 1.094, H43 1.095, H44 1.095
34 C -4.39482 -3.42052 -2.07750  C33 1.537, C35 1.536, C36 1.514, H45 1.095
35 C -3.55116 -4.61768 -2.54136  C34 1.536, H46 1.095, H47 1.094, H48 1.095
36 C -3.83104 -2.81635 -0.80859  C34 1.514, N37 1.311, N41 1.376
37 N -4.54135 -2.27605 0.15172  C36 1.311, O38 1.433
38 O -3.61635 -1.76230 1.11839  N37 1.433, C39 1.342
39 C -2.39136 -2.00182 0.62558  O38 1.342, O40 1.218, N41 1.356
40 O -1.32487 -1.58514 1.04213  C39 1.218
41 N -2.49054 -2.73607 -0.50997  C36 1.376, C39 1.356, H49 1.009
42 H -6.23901 -4.32775 -2.79492  C33 1.094
43 H -5.91391 -4.61408 -1.07111  C33 1.095
44 H -6.48656 -3.02410 -1.62021  C33 1.095
45 H -4.37591 -2.65396 -2.85872  C34 1.095
46 H -3.52984 -5.39380 -1.76902  C35 1.095
47 H -2.52324 -4.31041 -2.75640  C35 1.094
48 H -3.97253 -5.04940 -3.45484  C35 1.095
49 H -1.76635 -2.68339 -1.21067  N41 1.009

total charge	0
structure (SMILES)	CNC(=O)[C@H](Cc1ccccc1)NC(C)=O.CC(C)c1noc(=O)[nH]1
HOMO	-8.6079	eV
Kohn-Sham gap	0.3190	Ha
energy above the lowest of the compared OMol25 structures with the same formula, charge and spin	20.9	kcal/mol